No. 1
C7H28N14O7 | ωB97M-V/def2-TZVPD

Geometry as XYZ:
```
56
Properties=species:S:1:pos:R:3
O 3.59888 1.96861 -0.76128
O -1.99089 3.64407 -1.64181
O 3.26174 0.71975 2.72700
O -4.82101 -2.51990 -0.83211
O -1.29746 -1.96824 -2.21653
O 0.41745 -0.58357 0.36864
O 0.53501 -3.87638 3.11634
N 5.54762 3.02974 -0.80197
N 0.61853 -2.55300 -1.37476
N 3.22120 -0.60764 4.53180
N 1.02546 1.56949 -0.15713
N -2.81122 5.58507 -2.22436
N -3.57258 -0.68356 -1.08445
N -5.58993 -0.54048 -0.27225
N 5.06529 1.76808 0.91741
N -1.91756 4.23918 -3.69792
N -1.66992 -3.99899 3.37060
N -0.94501 -2.77079 1.79374
N 2.14621 -1.29998 2.63637
N -0.69810 0.68347 -1.12669
N -0.48580 -3.92991 -2.62905
C -2.20483 4.47222 -2.49242
C 2.85195 -0.30899 3.25283
C -4.68400 -1.34247 -0.76380
C 0.22350 0.50596 -0.18514
C -0.44850 -2.80769 -2.01428
C -0.60354 -3.63888 2.80247
C 4.65354 2.29875 -0.19312
H -1.15365 -3.89489 -3.38590
H 6.03226 1.74808 1.20836
H 1.35128 -3.23952 -1.26591
H -3.59113 0.32377 -1.01352
H -2.08383 4.99933 -4.34184
H -6.50014 -0.95037 -0.11857
H -1.49566 -4.43299 4.26581
H 3.21822 -1.56311 4.85916
H 6.44078 3.05717 -0.33122
H -3.12626 6.11060 -3.02727
H 4.28341 1.28486 1.33606
H 0.30876 -4.55096 -2.68456
H 0.84845 2.35463 -0.76730
H 5.31597 3.44772 -1.69175
H 1.75768 -1.11173 1.72330
H -2.75718 -1.23010 -1.32220
H -0.12944 -2.41880 1.31308
H 3.54957 0.13729 5.12959
H -5.24980 0.40866 -0.21277
H 0.62496 -1.66924 -0.88587
H -0.96890 1.49576 -1.66237
H -3.10841 5.71444 -1.26778
H 1.85041 1.65715 0.41895
H -1.32485 3.45589 -3.93298
H -2.47098 -3.41151 3.18824
H -1.08192 -0.22093 -1.36086
H 1.91160 -2.13863 3.14795
H -1.87723 -2.41646 1.63401
```

Its SMILES is NC(N)=O.NC(N)=O.NC(N)=O.NC(N)=O.NC(N)=O.NC(N)=O.NC(N)=O. The HOMO-LUMO gap comes out at 9.32 eV. As for the relative energy (zero: lowest compared OMol25 entry of this formula, charge and spin): 3.1015 eV. As for the total charge: 0.

natural (NBO) population analysis, charges in e, atoms 1 to 5: number 1, O, carries -0.728; number 2, O, carries -0.716; number 3, O, carries -0.725; number 4, O, carries -0.676; number 5, O, carries -0.748



No. 2
C2H4CrO3 | ωB97M-V/def2-TZVPD

Geometry as XYZ:
```
10
Properties=species:S:1:pos:R:3
Cr 0.05463 0.28082 0.45745
O 1.37824 -1.00341 0.07323
O 1.63553 1.26811 0.21435
O -1.86595 0.51219 0.24474
C 2.29300 0.05512 -0.03517
C -2.81854 -0.15917 -0.10903
H -2.76232 -1.26090 -0.14927
H -3.78323 0.32516 -0.33378
H 2.74266 0.06753 -1.05589
H 3.12597 -0.08546 0.69336
```

Its spin multiplicity is 4. The HOMO-LUMO gap (alpha / beta) comes out at 7.13 / 9.25 eV. As for the total charge: +1.

natural (NBO) population analysis, charges in e, atoms 1 to 5: number 1, Cr, carries 1.490; number 2, O, carries -0.628; number 3, O, carries -0.580; number 4, O, carries -0.656; number 5, C, carries 0.128



No. 3
C25H35F2IO3 | ωB97M-V/def2-TZVPD

Geometry as XYZ:
```
66
Properties=species:S:1:pos:R:3
I -0.58085 2.50288 7.29394
F -3.51296 1.12650 -0.68166
F -5.69718 0.75939 -6.78699
O 4.79359 2.02292 1.96256
O 1.17630 -0.03580 6.55954
O 1.50898 1.24831 3.32721
C -2.13501 1.59022 -8.67086
C -2.16544 1.41738 -7.28487
C 6.07242 2.41686 2.57411
C -5.71817 0.72080 -1.41231
C 0.18334 0.77558 6.10755
C -4.34445 0.60468 -1.59322
C -6.06705 -0.47542 -3.48145
C -0.36709 -0.11784 2.09500
C -6.58368 0.18280 -2.36441
C -1.24539 -1.53111 2.17678
C 4.07793 1.02373 2.82416
C -3.82000 -0.04484 -2.70531
C -4.51513 1.19411 -8.78078
C 4.98442 -3.72129 3.27190
C -4.53725 1.02967 -7.40028
C -3.30856 1.48147 -9.41846
C -2.06658 -1.60182 0.72160
C -0.51919 0.56048 4.64187
C 5.48474 -1.08241 3.94028
C 0.56576 0.12561 3.44584
C -3.37427 1.14106 -6.64614
C 2.51387 1.03011 2.27581
C 4.78250 -0.44375 2.56304
C 6.09747 -2.56404 3.59858
C -4.68542 -0.59280 -3.65207
H 2.38195 0.04743 1.65495
H 6.71941 2.94004 1.71863
H 5.38875 -4.39633 2.37833
H -2.88875 -2.43477 0.71395
H -2.07754 -1.47676 3.00942
H -6.10273 1.22783 -0.53359
H -5.43522 1.09726 -9.34752
H -0.57783 -2.48892 2.26623
H 5.58474 -0.35160 1.69569
H -6.74163 -0.89906 -4.22241
H 4.82060 -4.42246 4.20096
H -3.28310 1.62046 -10.49658
H 4.70747 -1.06857 4.81542
H -0.91605 1.63243 4.30002
H 6.41523 -0.36530 4.15147
H -1.46238 -0.15729 4.65843
H -1.30022 -1.73691 -0.15394
H 6.70908 -2.94024 4.54100
H -2.74410 -0.11898 -2.82528
H -1.16817 0.74151 1.98402
H 3.93031 -3.32646 2.95225
H -2.55943 -0.54176 0.58732
H -1.19270 1.81015 -9.16811
H -1.24931 1.49874 -6.70519
H 4.18491 1.31687 3.95468
H -7.65932 0.27651 -2.23585
H 6.71991 1.53130 2.98420
H 2.39393 1.93297 1.50527
H 6.82000 -2.50248 2.68008
H 0.25941 -0.17248 1.09804
H 5.96500 3.24610 3.42175
H -4.28547 -1.10938 -4.52106
H 4.02021 -1.28069 2.20512
H -3.41863 1.01190 -5.56966
H 1.04405 -0.88449 3.80100
```

Its SMILES is CCCC[C@H](CO[C@H](CCC)CC(=O)I)OC.Fc1ccccc1.Fc1ccccc1. The HOMO-LUMO gap comes out at 9.39 eV. As for the relative energy (zero: lowest compared OMol25 entry of this formula, charge and spin): 6.9105 eV. As for the total charge: 0.

natural (NBO) population analysis, charges in e, atoms 1 to 5: number 1, I, carries 0.079; number 2, F, carries -0.324; number 3, F, carries -0.322; number 4, O, carries -0.564; number 5, O, carries -0.543



No. 4
C5H10Si | ωB97M-V/def2-TZVPD

Geometry as XYZ:
```
16
Properties=species:S:1:pos:R:3
Si -0.00908 -1.62060 0.04997
C 1.02693 -0.01433 -0.08943
C -1.51235 -0.49358 -0.12264
C 2.35856 -0.08261 0.05457
C -1.13390 0.98181 0.23767
C 0.31189 1.22424 -0.18660
H -1.73406 -0.32452 -1.14338
H 0.22277 1.44121 -1.19776
H -1.79731 1.63287 -0.12541
H -1.06861 1.01344 1.25335
H -2.54844 -0.85178 0.30937
H 3.00979 0.75707 0.13284
H 0.70302 2.01330 0.29301
H 3.00548 -0.90372 0.09211
H 0.41606 -2.39448 1.14645
H 0.24695 -2.29977 -1.27264
```

Its SMILES is C=C1CCC[SiH2]1. The HOMO-LUMO gap comes out at 10.11 eV. As for the relative energy (zero: lowest compared OMol25 entry of this formula, charge and spin): 1.4435 eV. As for the total charge: 0.

natural (NBO) population analysis, charges in e, atoms 1 to 5: number 1, Si, carries 1.077; number 2, C, carries -0.342; number 3, C, carries -0.845; number 4, C, carries -0.375; number 5, C, carries -0.359



Which value of total charge does entry 4 give? 0



What is the total charge in the first record? 0